{
  "formula": "C48H50N6O24S2",
  "method": "ωB97M-V/def2-TZVPD",
  "charge": 0,
  "relative_energy_kcal_mol": 207.6,
  "smiles": "O=[N+]([O-])c1ccccc1.O=[N+]([O-])c1ccccc1.O=[N+]([O-])c1ccccc1.O=[N+]([O-])c1ccccc1.O=[N+]([O-])c1ccccc1.O=[N+]([O-])c1ccccc1.O=S1(=O)OCCO1.O=S1(=O)OCCO1.O=C1CCCO1.O=C1CCCO1",
  "elements": ["O", "N", "O", "C", "C", "C", "C", "C", "C", "H", "H", "H", "H", "H", "O", "N", "O", "C", "C", "C", "C", "C", "C", "H", "H", "H", "H", "H", "O", "N", "O", "C", "C", "C", "C", "C", "C", "H", "H", "H", "H", "H", "O", "N", "O", "C", "C", "C", "C", "C", "C", "H", "H", "H", "H", "H", "O", "N", "O", "C", "C", "C", "C", "C", "C", "H", "H", "H", "H", "H", "O", "N", "O", "C", "C", "C", "C", "C", "C", "H", "H", "H", "H", "H", "O", "S", "O", "O", "C", "C", "O", "H", "H", "H", "H", "O", "S", "O", "O", "C", "C", "O", "H", "H", "H", "H", "O", "C", "C", "C", "C", "O", "H", "H", "H", "H", "H", "H", "O", "C", "C", "C", "C", "O", "H", "H", "H", "H", "H", "H"],
  "xyz": [[-5.637, 3.694, 3.959], [-5.405, 2.855, 4.816], [-6.232, 2.284, 5.474], [-4.018, 2.396, 5.045], [-2.994, 2.675, 4.184], [-1.712, 2.273, 4.396], [-1.296, 1.728, 5.584], [-2.343, 1.490, 6.494], [-3.650, 1.700, 6.255], [-3.224, 2.984, 3.175], [-0.943, 2.365, 3.643], [-0.240, 1.728, 5.811], [-2.166, 1.211, 7.522], [-4.428, 1.694, 7.004], [-5.111, -3.226, 2.551], [-4.976, -3.387, 3.751], [-3.870, -3.111, 4.297], [-6.062, -3.934, 4.640], [-7.399, -4.080, 4.216], [-8.325, -4.595, 5.098], [-8.064, -4.878, 6.411], [-6.740, -4.824, 6.802], [-5.750, -4.323, 5.952], [-7.815, -4.013, 3.222], [-9.383, -4.695, 4.902], [-8.874, -5.193, 7.053], [-6.420, -4.893, 7.831], [-4.741, -4.251, 6.330], [-4.354, 4.891, -4.112], [-5.500, 5.108, -3.816], [-6.167, 6.095, -4.116], [-6.392, 4.058, -3.141], [-7.821, 3.938, -3.344], [-8.621, 3.068, -2.484], [-8.089, 2.329, -1.413], [-6.692, 2.283, -1.481], [-5.877, 3.190, -2.174], [-8.330, 4.654, -3.973], [-9.700, 3.044, -2.512], [-8.823, 1.840, -0.790], [-6.230, 1.494, -0.906], [-4.824, 2.989, -2.048], [1.454, -8.271, -2.704], [0.639, -8.305, -1.801], [-0.458, -8.833, -1.949], [0.952, -7.724, -0.487], [0.034, -7.778, 0.499], [0.278, -7.072, 1.666], [1.306, -6.151, 1.631], [2.407, -6.327, 0.798], [2.200, -7.060, -0.370], [-0.847, -8.399, 0.568], [-0.460, -7.278, 2.427], [1.479, -5.613, 2.551], [3.278, -5.690, 0.840], [2.903, -6.950, -1.181], [3.311, -1.454, -8.836], [3.001, -2.408, -8.157], [2.796, -2.273, -6.942], [2.978, -3.733, -8.796], [2.634, -3.809, -10.126], [2.601, -5.046, -10.830], [2.871, -6.209, -10.098], [3.054, -6.097, -8.720], [3.202, -4.930, -8.093], [2.501, -2.902, -10.698], [2.427, -4.979, -11.894], [3.081, -7.141, -10.602], [3.298, -7.046, -8.265], [3.479, -4.916, -7.049], [-2.379, -2.041, -4.623], [-2.447, -2.511, -5.733], [-2.574, -3.726, -5.877], [-2.188, -1.726, -6.973], [-2.248, -0.325, -7.048], [-2.107, 0.363, -8.262], [-2.013, -0.452, -9.420], [-2.090, -1.805, -9.373], [-2.151, -2.389, -8.149], [-2.443, 0.278, -6.174], [-2.242, 1.434, -8.252], [-2.221, 0.069, -10.343], [-1.863, -2.372, -10.263], [-2.097, -3.467, -8.197], [4.574, -0.465, 0.673], [3.296, 0.249, 0.457], [3.180, 1.608, 1.009], [2.762, 0.305, -1.059], [1.379, 0.253, -1.187], [1.011, -0.583, 0.038], [2.084, -0.804, 0.914], [0.887, 1.223, -1.252], [1.249, -0.300, -2.117], [0.629, -1.559, -0.263], [0.190, -0.020, 0.482], [8.246, 9.518, 3.208], [8.093, 8.573, 4.351], [9.200, 8.504, 5.351], [6.661, 8.655, 5.036], [6.021, 7.369, 5.296], [6.847, 6.294, 4.650], [7.684, 7.066, 3.775], [5.967, 7.092, 6.349], [5.024, 7.533, 4.887], [6.332, 5.518, 4.083], [7.538, 5.837, 5.358], [1.131, 7.331, -0.919], [2.213, 8.011, -0.771], [3.678, 7.508, -0.588], [4.366, 8.785, -0.085], [3.485, 9.844, -0.733], [2.130, 9.312, -0.720], [3.953, 6.912, 0.282], [4.202, 7.140, -1.471], [4.470, 8.994, 0.980], [5.413, 8.841, -0.382], [3.606, 10.726, -0.104], [3.986, 9.996, -1.689], [7.226, -0.139, 5.621], [6.546, -0.997, 6.182], [5.423, -1.820, 5.672], [4.864, -2.240, 7.055], [6.131, -2.354, 7.962], [6.787, -1.176, 7.455], [4.672, -1.205, 5.176], [5.841, -2.719, 5.219], [4.166, -1.431, 7.270], [4.398, -3.202, 6.843], [5.707, -2.273, 8.963], [6.659, -3.307, 7.940]],
  "forces_ev_per_a": [[0.45, -0.32, 0.50], [0.84, -0.24, -0.96], [-0.95, -0.17, 0.65], [1.35, -0.72, 1.81], [-1.60, -0.25, -2.26], [1.97, -0.47, 0.07], [-1.50, 0.71, 0.57], [1.75, -0.62, 1.50], [-2.59, 2.64, -2.10], [-0.21, 0.67, 0.06], [-0.20, 0.46, -0.34], [-0.06, -0.67, 0.22], [0.57, -0.36, 0.03], [0.17, -0.67, 0.24], [-1.22, -0.48, 0.96], [2.75, 0.68, 0.36], [-2.53, -0.78, -0.31], [-0.71, -0.28, 0.08], [0.45, -0.70, -0.47], [-1.18, 0.40, 0.58], [1.05, -0.51, 0.25], [0.68, 1.28, 0.45], [-0.08, 0.04, -0.68], [0.80, 0.71, -0.36], [0.02, 0.11, -1.04], [0.15, -0.01, 0.21], [-0.22, -0.62, 0.16], [0.04, 0.17, -0.18], [-0.01, -0.16, 0.56], [-2.96, -0.43, -0.48], [1.07, -0.15, 0.11], [-1.58, -1.12, 1.21], [0.64, -0.13, 1.67], [1.16, 1.51, -0.07], [0.59, 1.34, -3.15], [-0.19, -0.24, 1.43], [-0.03, -1.20, -0.76], [0.03, -0.22, -0.31], [-0.12, 0.47, -0.72], [0.68, -0.50, 0.31], [0.50, 0.27, 0.32], [0.22, 0.55, -0.13], [0.40, 0.44, 0.56], [-0.88, -1.19, -0.99], [0.35, 0.43, 0.61], [2.09, 0.55, -1.93], [-0.77, -0.71, 1.77], [-0.57, 0.22, -1.49], [1.45, -1.18, 2.99], [-1.19, 0.66, -1.80], [-1.05, 0.16, 0.53], [0.06, -0.17, -0.98], [0.26, 0.84, 0.50], [-0.11, 0.62, -0.03], [0.07, -0.05, 0.36], [-0.11, -0.58, -0.10], [-0.20, -0.19, -0.87], [0.75, 1.01, 1.88], [-0.11, -1.30, -1.29], [-0.64, -0.98, -0.03], [0.20, -0.37, -1.09], [0.38, 0.66, 1.59], [-0.22, 1.44, -0.99], [0.88, -2.64, -1.61], [-0.30, 2.50, 1.54], [-0.17, 0.15, 0.13], [0.04, -0.40, -0.03], [-0.50, -0.20, 0.05], [-0.07, 0.14, 0.65], [-0.09, 0.20, 0.10], [-0.21, 1.60, -0.19], [1.15, -2.01, 0.18], [-0.33, 0.75, -0.65], [-1.24, 1.80, 0.36], [0.31, 0.53, 0.60], [-0.44, -2.40, 0.40], [-1.45, 3.07, 0.10], [1.29, 0.49, -0.44], [0.61, -3.20, -0.43], [0.12, -0.20, 0.32], [0.22, -0.03, -0.33], [0.80, -0.01, -0.47], [-0.60, -0.24, -0.04], [-0.21, -0.16, 0.61], [-3.40, 1.64, -1.18], [1.57, 0.26, 1.54], [-0.27, -2.89, -0.84], [3.22, 0.69, 0.16], [0.12, -1.15, -0.22], [-2.92, -0.27, -0.34], [1.65, 1.84, -0.30], [0.29, 0.08, 0.25], [-0.44, 0.12, 0.06], [0.09, 0.01, 0.10], [0.06, -0.35, 0.77], [-0.90, -2.81, 3.32], [1.98, -0.45, -0.71], [-3.28, 0.03, -2.60], [0.16, 0.66, 0.92], [-0.86, 0.37, 0.32], [1.70, 0.83, -0.34], [1.59, 0.74, -1.27], [-0.10, 0.88, 0.19], [0.06, -0.39, 0.03], [-0.06, 0.36, -0.09], [-0.31, -0.24, 0.21], [4.98, 2.48, 0.63], [-4.51, -5.09, -0.40], [0.63, 1.08, 1.69], [0.31, 0.81, -0.69], [1.75, 0.38, 1.21], [1.74, 1.74, -0.45], [-1.30, -1.31, -0.50], [-0.59, -0.07, -0.11], [-0.77, -0.79, 0.31], [-0.08, 0.14, -0.55], [-0.90, 0.31, -0.49], [-1.25, 0.32, -0.63], [-1.50, -1.50, 0.18], [2.38, 3.46, -2.57], [0.07, -0.29, 1.89], [0.16, -1.74, -1.69], [-3.26, 1.04, -0.75], [1.20, -1.53, 3.03], [0.52, -0.45, -0.75], [-0.30, 0.34, -0.82], [0.01, -0.44, 1.05], [-0.61, 0.09, 0.79], [0.88, 0.71, 0.31], [0.44, 0.32, -0.67]],
  "mulliken_charge": [-0.584, 0.933, -0.568, 0.392, -0.436, -0.287, -0.647, -0.237, -0.510, 0.362, 0.427, 0.407, 0.338, 0.411, -0.552, 0.919, -0.577, 0.145, -0.397, -0.283, -0.415, -0.437, -0.214, 0.379, 0.316, 0.373, 0.321, 0.419, -0.531, 0.866, -0.530, 0.343, -0.446, -0.228, -0.484, -0.424, -0.353, 0.362, 0.328, 0.384, 0.350, 0.363, -0.597, 0.973, -0.591, 0.116, -0.127, -0.306, -0.708, -0.503, -0.218, 0.393, 0.385, 0.374, 0.399, 0.412, -0.540, 0.911, -0.558, 0.305, -0.313, -0.533, -0.346, -0.419, -0.382, 0.406, 0.371, 0.371, 0.331, 0.397, -0.590, 1.001, -0.574, -0.126, -0.186, -0.612, -0.250, -0.727, 0.115, 0.419, 0.402, 0.347, 0.388, 0.392, -0.524, 1.058, -0.521, -0.305, -0.217, -0.246, -0.277, 0.275, 0.232, 0.281, 0.243, -0.512, 1.119, -0.539, -0.298, -0.235, -0.266, -0.356, 0.242, 0.294, 0.284, 0.267, -0.648, 0.601, -0.404, -0.570, -0.396, -0.300, 0.224, 0.296, 0.231, 0.372, 0.354, 0.240, -0.628, 0.483, -0.295, -0.653, -0.336, -0.318, 0.257, 0.282, 0.326, 0.333, 0.285, 0.265]
}